one:
Density functional theory data (ωB97M-V/def2-TZVPD) for C4H11NS in the gas phase.

Structure (ORCA input):
```
! wB97M-V def2-TZVPD RIJCOSX def2/J DEFGRID3
* xyz 0 1
C -1.609 -1.711 0.997
N -0.748 -0.534 1.073
C 0.385 -0.620 0.159
C 1.192 0.676 0.150
C 0.550 1.796 -0.642
S 0.177 1.373 -2.406
H -1.987 -1.966 1.981
H -1.015 -2.572 0.695
H -2.412 -1.666 0.266
H -1.283 0.290 0.821
H 0.099 -0.895 -0.867
H 1.017 -1.431 0.523
H 2.161 0.422 -0.284
H 1.269 0.915 1.209
H 1.159 2.683 -0.727
H -0.416 2.069 -0.223
H 1.461 1.172 -2.723
*
```

Orbital gap = 9.675 eV
Molecular weight = 105.2 g mol⁻¹

Mulliken atomic charge list, values in e, 2 entries: C -0.894; N -0.355

***

two:
Density functional theory data (ωB97M-V/def2-TZVPD) for 2 unconnected molecules or ions with the total composition C4H11NS.

Structure (ORCA input):
```
! wB97M-V def2-TZVPD RIJCOSX def2/J DEFGRID3
* xyz 0 1
C -1.340 -0.844 0.995
C -1.150 -0.906 -0.517
C -2.126 -1.403 -1.411
N -0.954 0.674 -0.959
H -1.440 -1.850 1.408
H -0.508 -0.296 1.441
H -2.272 -0.308 1.198
H -1.945 -2.324 -1.950
H -3.118 -0.964 -1.440
H -0.070 0.638 -1.467
H -1.744 0.612 -1.613
H -0.142 -1.289 -0.701
C 3.471 1.703 1.041
S 1.882 1.011 0.567
H 3.603 2.690 0.588
H 3.553 1.773 2.126
H 4.301 1.084 0.694
*
```

Orbital gap = 3.414 eV
Molecular weight = 105.2 g mol⁻¹

Mulliken atomic charge list, values in e, 2 entries: C -0.951; C 0.187

***

three:
Density functional theory data (ωB97M-V/def2-TZVPD) for 2 unconnected molecules or ions with the total composition C4H11NS.

Structure (ORCA input):
```
! wB97M-V def2-TZVPD RIJCOSX def2/J DEFGRID3
* xyz 0 1
C 0.419 1.005 3.341
N 0.088 -0.200 3.318
C 0.906 -1.198 3.984
H -0.267 1.794 3.048
H 1.352 1.389 3.777
H 1.470 -0.813 4.844
H 1.644 -1.590 3.291
H 0.235 -1.913 4.450
C -1.729 -0.617 -2.813
S -1.099 0.135 -4.361
C 0.454 0.958 -3.844
H -1.881 0.076 -1.991
H -1.056 -1.432 -2.570
H -2.708 -0.994 -3.107
H 0.624 0.962 -2.774
H 1.254 0.468 -4.389
H 0.291 1.970 -4.206
*
```

Orbital gap = 9.305 eV
Molecular weight = 105.2 g mol⁻¹

Mulliken atomic charge list, values in e, 2 entries: C -0.217; N -0.395

***

four:
Density functional theory data (ωB97M-V/def2-TZVPD) for 2 unconnected molecules or ions with the total composition C4H11NS.

Structure (ORCA input):
```
! wB97M-V def2-TZVPD RIJCOSX def2/J DEFGRID3
* xyz 0 1
C -3.035 1.777 -0.531
C -1.728 1.570 -0.481
N -0.827 2.418 0.093
H -3.705 2.636 -0.060
H -3.632 1.179 -1.264
H -1.352 0.584 -0.643
H -1.146 3.300 -0.103
H -0.169 2.128 0.723
C 1.751 -0.191 0.724
S 1.002 -1.291 -0.484
C 1.336 -2.742 0.751
H 1.532 -0.572 1.658
H 1.336 0.859 0.861
H 2.970 -0.065 0.759
H 0.816 -3.443 0.066
H 2.415 -2.865 0.699
H 0.755 -2.505 1.624
*
```

Orbital gap = 9.029 eV
Molecular weight = 105.2 g mol⁻¹

Mulliken atomic charge list, values in e, 2 entries: C -0.786; C 0.123

***

It is one that is most stable; the runner-up trails by 0.0388 hartree.

***

one:
Density functional theory data (ωB97M-V/def2-TZVPD) for 2 unconnected molecules or ions with the total composition C4H11NS.

Structure (ORCA input):
```
! wB97M-V def2-TZVPD RIJCOSX def2/J DEFGRID3
* xyz 0 1
C -1.897 -1.593 -1.347
C -0.730 -2.061 -0.901
N -0.194 -3.295 -1.298
H -2.548 -2.287 -1.877
H -2.330 -0.635 -1.128
H -0.013 -1.342 -0.514
H -0.943 -3.915 -1.561
H 0.566 -3.625 -0.731
C 0.101 2.762 0.146
S 0.643 1.043 0.433
C 1.650 1.430 1.919
H -0.645 2.869 -0.638
H -0.327 3.170 1.060
H 0.977 3.336 -0.147
H 2.207 2.354 1.841
H 2.389 0.616 1.924
H 1.096 1.172 2.819
*
```

Orbital gap = 8.998 eV
Molecular weight = 105.2 g mol⁻¹

Mulliken atomic charge list, values in e, 2 entries: C -0.818; C 0.504

***

two:
Density functional theory data (ωB97M-V/def2-TZVPD) for C4H11NS in the gas phase.

Structure (ORCA input):
```
! wB97M-V def2-TZVPD RIJCOSX def2/J DEFGRID3
* xyz 0 1
C -0.054 -0.357 2.606
C -0.779 0.284 1.441
N -0.379 1.674 1.366
C -0.518 -0.528 0.124
C 0.111 0.298 -0.988
S 0.884 -0.760 -2.290
H 0.992 -0.594 2.401
H -0.517 -1.293 2.948
H -0.036 0.244 3.517
H -1.845 0.197 1.666
H -0.960 2.306 0.844
H -0.041 2.088 2.225
H 0.063 -1.403 0.376
H -1.502 -0.849 -0.225
H -0.664 0.866 -1.506
H 0.918 0.966 -0.696
H -0.225 -1.153 -2.930
*
```

Orbital gap = 9.676 eV
Molecular weight = 105.2 g mol⁻¹

Mulliken atomic charge list, values in e, 2 entries: C -1.637; C 0.745

***

It is two that is most stable; the runner-up trails by 0.0338 hartree.

***

one:
Density functional theory data (ωB97M-V/def2-TZVPD) for C4H11NS in the gas phase.

Structure (ORCA input):
```
! wB97M-V def2-TZVPD RIJCOSX def2/J DEFGRID3
* xyz 0 1
C 3.128 -0.329 0.224
N 1.760 -0.272 -0.210
C 0.954 0.899 0.220
C -0.410 0.818 -0.518
S -1.283 -0.708 -0.154
C -2.807 0.132 0.448
H 3.725 0.636 -0.033
H 3.668 -1.113 -0.293
H 3.338 -0.467 1.370
H 1.226 -1.142 -0.222
H 1.368 1.868 -0.049
H 0.669 0.882 1.278
H -1.162 1.606 -0.159
H -0.286 0.981 -1.674
H -2.733 1.131 0.853
H -3.332 -0.542 1.082
H -3.451 0.281 -0.468
*
```

Orbital gap = 9.405 eV
Molecular weight = 105.2 g mol⁻¹

Mulliken atomic charge list, values in e, 2 entries: C -0.840; N -0.229

***

two:
Density functional theory data (ωB97M-V/def2-TZVPD) for C4H11NS in the gas phase.

Structure (ORCA input):
```
! wB97M-V def2-TZVPD RIJCOSX def2/J DEFGRID3
* xyz 0 1
C 0.943 1.809 -0.309
C 0.440 1.140 -1.580
N -0.558 0.253 -1.361
C -0.341 -1.014 -0.820
S 0.557 -1.726 1.101
C -0.741 -1.548 2.373
H 1.769 2.338 -0.646
H 0.200 2.371 0.215
H 1.289 1.002 0.360
H 1.348 0.674 -1.982
H 0.224 1.771 -2.361
H -1.289 0.699 -0.836
H -1.253 -1.598 -0.654
H 0.419 -1.680 -1.295
H -1.260 -2.484 2.677
H -1.419 -0.921 1.877
H -0.329 -1.087 3.241
*
```

Orbital gap = 9.126 eV
Molecular weight = 105.2 g mol⁻¹

Mulliken atomic charge list, values in e, 2 entries: C -0.969; C -0.681

***

It is one that is most stable; the runner-up trails by 0.0272 hartree.

***

one:
Density functional theory data (ωB97M-V/def2-TZVPD) for a gas-phase ion, C3H3ClNO (charge +1).

Structure (ORCA input):
```
! wB97M-V def2-TZVPD RIJCOSX def2/J DEFGRID3
* xyz 1 1
C 0.156 -0.968 0.254
C 0.505 -1.108 -0.993
C -0.326 0.408 0.739
N 0.047 1.150 -0.419
O 0.083 2.357 -0.318
Cl 0.712 -1.295 -2.520
H 0.265 -1.929 0.820
H -1.490 0.428 0.769
H 0.048 0.957 1.668
*
```

Orbital gap (spin up / spin down) = 7.735 / 7.736 eV
Molecular weight = 104.5 g mol⁻¹

Mulliken atomic charge list, values in e, 2 entries: C -0.159; C 0.355

***

two:
Density functional theory data (ωB97M-V/def2-TZVPD) for 2 unconnected molecules or ions with the total composition C3H3ClNO.

Structure (ORCA input):
```
! wB97M-V def2-TZVPD RIJCOSX def2/J DEFGRID3
* xyz 1 1
C 1.533 1.270 -0.456
C 0.956 0.868 0.513
C -1.924 -0.502 0.086
N -0.760 -0.757 0.026
O 0.367 -1.418 0.112
Cl -3.113 0.558 0.114
H 2.170 1.458 -1.253
H 0.253 0.740 1.267
H 0.519 -2.217 -0.409
*
```

Orbital gap = 8.234 eV
Molecular weight = 104.5 g mol⁻¹

Mulliken atomic charge list, values in e, 2 entries: C -0.291; C -0.611

***

It is one that is most stable; the runner-up trails by 0.0512 hartree.